C18H24N2O3 | ωB97M-V with the def2-TZVPD basis set

Positions of all 47 atoms, in Å:
1 C 4.751 2.174 -1.753
2 C 3.820 2.361 -0.559
3 O 2.907 1.292 -0.409
4 C 3.339 0.088 0.073
5 C 4.587 -0.171 0.616
6 C 4.894 -1.436 1.094
7 C 3.963 -2.454 1.034
8 C 2.710 -2.214 0.496
9 C 2.390 -0.954 0.015
10 N 1.149 -0.647 -0.540
11 C 0.076 -1.426 -0.743
12 O -0.063 -2.608 -0.469
13 C -1.061 -0.623 -1.388
14 O -0.940 0.565 -1.640
15 N -2.128 -1.386 -1.631
16 C -3.403 -0.882 -2.071
17 H -3.238 0.151 -2.385
18 H -3.751 -1.472 -2.925
19 C -4.444 -0.921 -0.940
20 C -3.967 -0.112 0.235
21 C -4.146 1.200 0.322
22 C -3.519 1.946 1.456
23 C -2.074 1.450 1.574
24 C -2.037 -0.044 1.901
25 C -3.256 -0.817 1.355
26 H -3.979 -0.942 2.168
27 H -2.945 -1.817 1.050
28 H -1.122 -0.475 1.491
29 H -1.998 -0.182 2.984
30 H -1.536 2.012 2.339
31 H -1.582 1.629 0.616
32 H -3.541 3.021 1.276
33 H -4.050 1.745 2.392
34 H -4.673 1.753 -0.440
35 H -4.618 -1.957 -0.643
36 H -5.378 -0.511 -1.328
37 H -2.055 -2.347 -1.317
38 H 1.033 0.318 -0.849
39 H 1.971 -2.996 0.441
40 H 4.206 -3.438 1.405
41 H 5.872 -1.617 1.514
42 H 5.334 0.605 0.678
43 H 4.391 2.515 0.365
44 H 3.182 3.234 -0.717
45 H 5.393 3.044 -1.855
46 H 5.370 1.289 -1.628
47 H 4.165 2.059 -2.661

Calculated values
Gap between HOMO and LUMO   8.976 eV
SMILES   CCOc1ccccc1NC(=O)C(=O)NCCC1=CCCCC1
Max |F|   0.69 eV/Å
Energy relative to the best compared isomer or geometry (same formula, charge and spin)   106.6 kJ/mol
2S+1   1
Total charge   0

***

C18H24N2O4S | ωB97M-V with the def2-TZVPD basis set

Positions of all 49 atoms, in Å:
1 O -0.246 0.650 0.916
2 O -0.884 2.984 -2.785
3 O 2.017 -3.899 3.162
4 O 0.427 -1.360 2.906
5 S 0.523 -1.705 -2.732
6 C 0.491 -0.018 0.208
7 C -0.800 2.137 -1.923
8 C 2.771 -3.505 0.993
9 C 2.722 -2.867 -0.256
10 C 1.968 -3.108 2.049
11 C 1.188 -1.928 1.905
12 C 1.203 -1.195 0.700
13 C 1.967 -1.665 -0.351
14 N -1.672 2.194 -0.878
15 N 0.900 0.248 -1.095
16 C 0.708 -4.303 3.648
17 C 1.217 -0.377 3.593
18 C 1.696 -0.875 -1.554
19 C -1.083 3.933 1.500
20 C -0.504 0.238 -4.434
21 C -1.910 -0.565 -2.559
22 C -2.398 3.397 -0.531
23 C -2.453 3.606 0.966
24 C -0.487 -0.184 -2.960
25 C 0.187 0.946 -2.150
26 H 3.329 -4.407 1.144
27 H 3.292 -3.191 -1.086
28 H -1.426 1.594 -0.088
29 H 0.003 -4.484 2.844
30 H 0.817 -5.198 4.273
31 H 0.353 -3.516 4.282
32 H 0.705 0.591 3.624
33 H 1.369 -0.687 4.598
34 H 2.194 -0.223 3.116
35 H 2.645 -0.525 -2.024
36 H -0.362 3.173 1.208
37 H -0.702 4.870 1.060
38 H -1.074 4.013 2.610
39 H -1.195 1.048 -4.610
40 H -0.793 -0.611 -5.091
41 H 0.486 0.599 -4.727
42 H -2.267 -1.470 -3.052
43 H -2.574 0.247 -2.861
44 H -1.966 -0.712 -1.479
45 H -1.947 4.285 -1.000
46 H -3.429 3.303 -0.890
47 H -3.111 4.445 1.177
48 H -2.865 2.695 1.435
49 H 0.970 1.384 -2.803

Calculated values
Gap between HOMO and LUMO   9.054 eV
SMILES   CCCNC(=O)[C@H]1N2C(=O)c3c(ccc(OC)c3OC)[C@H]2SC1(C)C
Max |F|   2.52 eV/Å
Energy relative to the best compared isomer or geometry (same formula, charge and spin)   220.7 kJ/mol
2S+1   1
Total charge   0

***

C18H24N2O6 | ωB97M-V with the def2-TZVPD basis set

Positions of all 50 atoms, in Å:
1 C 6.297 0.243 3.629
2 C 5.017 0.129 2.814
3 C 5.302 0.251 1.319
4 H 5.718 1.240 1.097
5 H 5.996 -0.526 0.990
6 O 4.124 0.056 0.542
7 C 3.319 1.117 0.386
8 O 3.560 2.210 0.845
9 C 2.118 0.803 -0.416
10 C 1.234 1.838 -0.721
11 C 0.097 1.588 -1.454
12 C -0.186 0.291 -1.897
13 C 0.699 -0.743 -1.603
14 C 1.839 -0.484 -0.867
15 H 2.519 -1.287 -0.633
16 H 0.494 -1.752 -1.924
17 O -1.348 0.157 -2.587
18 C -1.575 -0.975 -3.400
19 H -2.214 -0.606 -4.208
20 H -0.634 -1.339 -3.827
21 C -2.305 -2.166 -2.733
22 O -1.484 -2.931 -1.896
23 H -1.548 -2.601 -0.978
24 H -2.579 -2.836 -3.560
25 C -3.614 -1.736 -2.054
26 N -3.479 -0.687 -1.065
27 C -2.820 -0.763 0.117
28 O -2.122 -1.679 0.492
29 C -3.149 0.509 0.895
30 N -3.870 1.262 -0.106
31 C -4.122 0.559 -1.229
32 O -4.767 0.876 -2.191
33 H -4.250 2.178 0.053
34 C -4.056 0.140 2.076
35 H -3.537 -0.559 2.726
36 H -4.309 1.032 2.645
37 H -4.974 -0.324 1.722
38 C -1.886 1.217 1.376
39 H -2.146 2.079 1.985
40 H -1.287 1.544 0.531
41 H -1.294 0.526 1.970
42 H -4.306 -1.343 -2.804
43 H -4.053 -2.617 -1.573
44 H -0.592 2.378 -1.714
45 H 1.463 2.834 -0.373
46 H 4.535 -0.833 3.003
47 H 4.322 0.920 3.101
48 H 6.776 1.203 3.453
49 H 6.077 0.157 4.689
50 H 6.997 -0.545 3.357

Calculated values
Gap between HOMO and LUMO   9.339 eV
SMILES   CCCOC(=O)c1ccc(OC[C@@H](O)CN2C(=O)NC(C)(C)C2=O)cc1
Max |F|   0.75 eV/Å
Energy relative to the best compared isomer or geometry (same formula, charge and spin)   9.3 kJ/mol
2S+1   1
Total charge   0

***

In Ha, the E_tot values for the records above are, in order, -1035.56165 -1508.94567 -1261.33942.
In eV, the HOMO energy values for the records above are, in order, -8.3 -8.9 -8.7.